No. 1
{"formula": "C51H36BrI3NbO7S", "method": "wB97M-V/def2-TZVPD", "symbols": ["C", "C", "I", "C", "I", "Nb", "O", "S", "Br", "I", "C", "C", "C", "C", "C", "C", "H", "H", "H", "H", "H", "H", "H", "H", "H", "H", "H", "H", "C", "C", "C", "C", "C", "C", "C", "O", "C", "C", "C", "C", "C", "C", "C", "O", "H", "H", "H", "H", "H", "H", "H", "H", "C", "C", "C", "C", "C", "C", "C", "O", "C", "C", "C", "C", "C", "C", "C", "O", "H", "H", "H", "H", "H", "H", "H", "H", "C", "C", "C", "C", "C", "C", "C", "O", "C", "C", "C", "C", "C", "C", "C", "O", "H", "H", "H", "H", "H", "H", "H", "H"], "positions_angstrom": [[0.53539, -1.03030, 3.65033], [1.66751, -0.26550, 4.39001], [3.43651, -0.66679, 3.16969], [1.51924, 1.28552, 4.42930], [-0.59179, 1.87472, 4.17573], [2.47700, 2.32160, 6.21235], [1.30480, 3.91882, 5.99992], [3.88105, 0.37604, 6.82185], [0.66504, 1.35672, 7.88479], [3.76328, 3.74014, 8.34051], [4.02726, 3.20713, 4.85170], [3.76225, 4.38638, 4.15767], [4.67289, 4.94280, 3.28950], [5.90956, 4.37682, 3.06224], [6.19815, 3.21656, 3.75450], [5.29174, 2.66373, 4.62540], [0.87096, -2.05840, 3.45331], [0.37416, -0.57398, 2.66915], [-0.36861, -1.11353, 4.26005], [1.73697, -0.72656, 5.37625], [2.00598, 1.67802, 3.52942], [1.14285, 4.16396, 5.07803], [4.65796, -0.00353, 5.78624], [2.82755, 4.93261, 4.26806], [4.43717, 5.87829, 2.77914], [6.63638, 4.81786, 2.38478], [7.16447, 2.74235, 3.58506], [5.61470, 1.76424, 5.14188], [-3.16632, -2.08168, -3.56424], [-3.34273, -1.22226, -4.64445], [-3.28434, 0.14820, -4.45751], [-3.06063, 0.66654, -3.18701], [-2.90690, -0.19549, -2.10014], [-2.94967, -1.56992, -2.29549], [-2.71386, 0.34235, -0.72337], [-2.57705, -0.40754, 0.21881], [-2.70227, 1.81861, -0.53467], [-2.57952, 2.34244, 0.74577], [-2.55418, 3.71455, 0.93313], [-2.64259, 4.57069, -0.15956], [-2.77061, 4.05486, -1.43861], [-2.81024, 2.67926, -1.63127], [-2.98243, 2.13984, -3.00400], [-3.06397, 2.88384, -3.96478], [-3.20330, -3.15331, -3.71363], [-3.52382, -1.62416, -5.63329], [-3.41604, 0.81664, -5.29867], [-2.81746, -2.23816, -1.45499], [-2.50688, 1.68139, 1.60012], [-2.46241, 4.11890, 1.93314], [-2.61516, 5.64269, -0.01095], [-2.84379, 4.72175, -2.28733], [-0.58214, 1.27239, -13.32169], [-1.89936, 0.82742, -13.26535], [-2.68583, 1.12339, -12.16478], [-2.15609, 1.85598, -11.10958], [-0.82794, 2.28213, -11.15600], [-0.04760, 1.99713, -12.26979], [-0.22740, 3.02721, -10.01357], [0.92733, 3.40038, -10.05883], [-1.07071, 3.29374, -8.81921], [-0.51412, 3.93709, -7.71994], [-1.29238, 4.20320, -6.60548], [-2.63447, 3.83680, -6.58472], [-3.19300, 3.19028, -7.67570], [-2.41377, 2.90782, -8.79157], [-3.01894, 2.18237, -9.93983], [-4.18905, 1.85653, -9.92596], [0.02878, 1.04766, -14.18681], [-2.31192, 0.25051, -14.08334], [-3.71155, 0.78200, -12.12296], [0.97808, 2.33859, -12.31111], [0.52840, 4.22599, -7.73449], [-0.85502, 4.69915, -5.74829], [-3.23828, 4.05122, -5.72091], [-4.23533, 2.90037, -7.65789], [0.71540, -9.50695, 4.79560], [0.52091, -8.64259, 3.72246], [0.55791, -7.27241, 3.91884], [0.77811, -6.75904, 5.19101], [0.94986, -7.62555, 6.27085], [0.92860, -9.00004, 6.06631], [1.13924, -7.09399, 7.65021], [1.29263, -7.85231, 8.58763], [1.12731, -5.62201, 7.85064], [1.24591, -5.10749, 9.13559], [1.24942, -3.73664, 9.33501], [1.14349, -2.87053, 8.25148], [1.01939, -3.37789, 6.96809], [1.00145, -4.75205, 6.76280], [0.83308, -5.28182, 5.38392], [0.73647, -4.53364, 4.43362], [0.69502, -10.57818, 4.63885], [0.34231, -9.04053, 2.73145], [0.41203, -6.59978, 3.08404], [1.07468, -9.67168, 6.90176], [1.33192, -5.77838, 9.97999], [1.33718, -3.33807, 10.33759], [1.15356, -1.79888, 8.41032], [0.93217, -2.70466, 6.12586]], "forces_ev_per_angstrom": [[0.9, -0.4, -0.2], [-1.5, -0.1, -0.8], [0.0, -0.1, 0.5], [0.4, -0.5, 0.0], [0.4, 0.2, 0.1], [-1.0, 1.7, 1.4], [1.4, -1.5, -0.5], [-0.1, -0.1, -0.1], [0.4, -0.2, -0.4], [-0.1, -0.1, -0.3], [-0.5, -0.5, 0.3], [-0.6, 0.2, 0.0], [0.2, 1.1, -0.7], [0.0, -0.2, 0.1], [0.9, 0.0, -0.5], [0.1, -0.8, 0.4], [-0.1, 0.2, 0.2], [-0.4, 0.0, 0.3], [0.0, 0.4, -0.2], [0.7, 0.3, -0.1], [-0.4, 0.1, 0.1], [-0.3, 0.1, 0.1], [-0.2, 0.3, 0.0], [0.1, -0.2, 0.2], [-0.1, -0.2, 0.1], [-0.2, 0.0, 0.1], [-0.2, 0.0, 0.2], [-0.2, 0.1, 0.0], [0.0, 0.1, 0.0], [0.0, 0.0, 0.1], [0.0, -0.1, -0.2], [0.0, -0.1, 0.1], [0.0, 0.1, -0.1], [0.0, -0.2, -0.1], [0.1, -0.2, 0.3], [0.0, 0.0, 0.0], [0.0, 0.1, -0.1], [0.0, 0.0, 0.2], [0.0, 0.1, -0.1], [0.0, -0.1, 0.0], [0.0, 0.2, 0.1], [0.0, -0.1, 0.0], [0.0, 0.2, -0.2], [0.0, -0.2, 0.3], [0.0, 0.0, 0.0], [0.0, 0.0, 0.0], [0.0, 0.1, 0.1], [0.0, 0.1, 0.1], [0.1, -0.1, -0.1], [0.0, 0.0, 0.0], [0.0, 0.0, 0.0], [0.0, -0.1, -0.1], [-0.1, 0.0, 0.0], [0.1, 0.0, 0.0], [0.0, -0.1, -0.2], [0.1, 0.0, 0.0], [-0.1, 0.0, 0.0], [0.1, -0.1, -0.2], [0.3, 0.1, 0.1], [0.0, 0.0, 0.0], [-0.1, -0.1, 0.0], [0.0, 0.1, 0.2], [0.0, 0.0, -0.1], [0.0, 0.2, -0.3], [0.0, 0.1, 0.1], [0.1, 0.0, 0.0], [-0.3, -0.1, 0.1], [0.0, 0.0, 0.0], [0.0, 0.0, 0.0], [0.0, 0.0, 0.0], [0.0, 0.1, 0.1], [0.0, 0.0, 0.1], [0.0, 0.0, -0.1], [0.0, 0.0, 0.0], [0.0, 0.0, 0.0], [0.0, 0.0, -0.1], [0.0, 0.1, 0.0], [0.0, 0.0, 0.1], [0.0, -0.1, -0.2], [0.0, -0.1, 0.1], [0.0, 0.1, -0.1], [0.0, -0.2, -0.1], [0.1, -0.1, 0.3], [0.0, 0.0, -0.1], [0.0, 0.0, -0.1], [0.0, 0.1, 0.2], [0.0, 0.0, -0.1], [0.0, 0.1, 0.1], [0.0, 0.1, 0.1], [0.0, -0.1, 0.1], [0.0, 0.3, -0.2], [0.0, -0.1, 0.0], [0.0, 0.0, 0.0], [0.0, 0.0, 0.0], [0.0, 0.1, 0.1], [0.0, 0.1, 0.1], [0.0, -0.1, -0.1], [0.0, 0.0, 0.0], [0.0, 0.0, -0.1], [0.0, -0.1, -0.1]], "total_charge": -1, "energy_ha": -6414.2144}

***

No. 2
{"formula": "C4H13N4O", "method": "wB97M-V/def2-TZVPD", "symbols": ["C", "C", "O", "N", "H", "H", "H", "H", "H", "C", "C", "N", "N", "N", "H", "H", "H", "H", "H", "H", "H", "H"], "positions_angstrom": [[1.63531, -0.32374, -2.48151], [0.17520, -0.72146, -2.66615], [-0.15366, -1.86972, -2.84462], [-0.82277, 0.22712, -2.61024], [-1.70453, -0.13389, -2.95036], [-0.86699, 1.21384, -2.82445], [2.19832, -1.25146, -2.40401], [1.71379, 0.30424, -1.60175], [1.88525, 0.17169, -3.42778], [0.60342, 1.42707, 0.85748], [-0.60734, -0.27057, 2.20228], [-1.21794, -0.83741, 1.16809], [0.09215, 0.84721, 2.08949], [-0.83561, -0.75312, 3.44089], [-1.47200, -0.32006, 0.33716], [-1.94773, -1.50718, 1.35365], [0.66901, 1.04527, 2.88910], [-0.73573, -0.17137, 4.26121], [-0.74377, -1.71583, 3.73143], [-0.19547, 1.30652, 0.11453], [1.46279, 0.84813, 0.50787], [0.86832, 2.48476, 0.85767]], "forces_ev_per_angstrom": [[-1.3, -0.3, -0.7], [0.4, -0.2, -0.2], [0.1, -0.4, 0.1], [-1.6, 0.7, 0.1], [0.1, -0.6, 0.2], [1.4, 0.0, 0.1], [0.1, 0.2, 0.1], [0.4, 0.3, -0.2], [0.4, 0.3, 0.5], [-0.8, -0.7, -1.5], [-0.8, 0.6, 0.1], [-0.5, -0.3, -0.4], [0.9, 0.5, 0.5], [0.2, -0.4, 1.2], [0.8, 0.1, -0.2], [0.2, -0.2, 0.4], [-0.1, 0.1, 0.3], [0.3, 0.4, -0.4], [-0.3, -0.2, -0.8], [0.4, 0.2, -0.1], [0.0, 0.1, 0.1], [-0.2, -0.2, 0.8]], "total_charge": 1, "energy_ha": -454.2673, "relative_energy_kcal_mol": 37.9}

***

No. 3
{"formula": "C7H15O2", "method": "wB97M-V/def2-TZVPD", "symbols": ["C", "C", "C", "C", "C", "C", "C", "O", "O", "H", "H", "H", "H", "H", "H", "H", "H", "H", "H", "H", "H", "H", "H", "H"], "positions_angstrom": [[-2.60447, 0.01402, -0.27127], [-1.67815, -1.15147, -0.26754], [1.25969, 0.03040, 0.89924], [-2.29364, 0.82381, -1.54202], [0.59115, 0.38665, 2.16524], [2.06356, -1.20002, 0.81223], [2.00443, 0.79029, -1.21402], [-0.50153, -1.13471, 0.01996], [1.30784, 0.94944, 0.01723], [-2.43049, 0.64786, 0.60044], [-3.64163, -0.31560, -0.28366], [-2.11459, -2.09446, -0.62866], [-2.97267, 1.66817, -1.60762], [-2.41798, 0.21223, -2.43221], [-1.27259, 1.19695, -1.51168], [-0.00536, -0.44129, 2.53950], [-0.01627, 1.28111, 2.05316], [1.36180, 0.57893, 2.91690], [1.94625, -1.81597, 1.69695], [3.11600, -0.93702, 0.68665], [1.77398, -1.78407, -0.06256], [1.60267, -0.05745, -1.77034], [1.84907, 1.71370, -1.76888], [3.07294, 0.63851, -1.04704]], "forces_ev_per_angstrom": [[0.3, 0.4, 0.0], [-0.6, -0.3, -0.2], [0.3, 0.2, 0.3], [-0.1, 0.0, 0.1], [-0.3, 0.3, 0.0], [0.1, -0.2, -0.4], [0.5, -0.2, -0.9], [0.0, 0.0, 0.1], [-0.3, 0.0, 0.8], [0.0, -0.1, 0.1], [0.0, -0.1, 0.1], [0.1, -0.2, 0.0], [0.0, 0.1, -0.1], [0.0, 0.0, -0.1], [0.1, 0.0, 0.0], [0.0, -0.1, -0.1], [0.0, 0.0, 0.0], [0.1, 0.0, -0.1], [0.0, 0.1, 0.0], [0.1, 0.1, 0.1], [0.0, 0.1, 0.0], [-0.1, 0.1, 0.1], [0.0, -0.1, 0.1], [-0.1, 0.1, 0.1]], "total_charge": 1, "energy_ha": -425.9138, "relative_energy_kcal_mol": 0.0}